[1]
{
  "formula": "C5H10NO2",
  "method": "ωB97M-V/def2-TZVPD",
  "elements": ["N", "C", "O", "O", "H", "H", "C", "C", "C", "C", "H", "H", "H", "H", "H", "H", "H", "H"],
  "coordinates": [[-2.8200, 0.9115, -2.2642], [-1.7749, 0.4080, -1.5595], [-2.0698, -0.2493, -0.4845], [-0.6214, 0.5666, -1.9447], [-3.7835, 0.6927, -2.0780], [-2.5885, 1.5492, -3.0084], [1.6164, -0.7597, 0.7546], [0.6547, 0.0861, 1.1297], [0.4287, 0.5596, 2.5274], [1.8162, -1.2045, -0.6478], [2.2404, -1.1422, 1.5608], [0.0331, 0.5257, 0.3687], [0.6803, 1.6171, 2.6430], [-0.5873, 0.4124, 2.8984], [1.1028, 0.0222, 3.2043], [0.9683, -0.9547, -1.2745], [2.0010, -2.2831, -0.7158], [2.7037, -0.7577, -1.1097]],
  "total_charge": 0,
  "s2": 0.76,
  "spin_multiplicity": 2,
  "relative_energy_kcal_mol": 14.29
}


[2]
{
  "formula": "C2H17NO5",
  "method": "ωB97M-V/def2-TZVPD",
  "elements": ["H", "O", "N", "H", "H", "C", "H", "H", "H", "C", "H", "H", "H", "O", "H", "H", "O", "H", "H", "O", "H", "H", "O", "H", "H"],
  "coordinates": [[-0.7526, -0.3727, -0.6398], [-1.5062, -1.0780, -0.1551], [0.0009, 0.5426, -1.2603], [-2.1498, -1.3826, -0.8128], [-0.4784, 0.7260, -2.1411], [1.3062, -0.0228, -1.5294], [1.1853, -1.0557, -1.8855], [1.7496, -0.2368, -0.5777], [0.0849, 1.4334, -0.7861], [2.2662, 0.8249, -2.3554], [2.8096, 1.5558, -1.7461], [2.9416, 0.1904, -2.9069], [1.6928, 1.3534, -3.1009], [-2.5210, 0.7717, 1.4798], [-2.1916, 0.0246, 0.9135], [-1.9069, 0.7150, 2.2339], [0.2701, -2.7752, 1.0511], [-0.3930, -3.1048, 1.6927], [-0.2648, -2.1842, 0.4708], [-1.0416, 2.6773, 0.1153], [-0.5564, 3.1759, 0.7802], [-1.7063, 2.1576, 0.6281], [1.8285, -0.7109, 1.9243], [2.7687, -0.5107, 1.9372], [1.6579, -1.6476, 1.7407]],
  "total_charge": 0,
  "relative_energy_kcal_mol": 15.85
}


[3]
{
  "formula": "C35H57MoO3PSi2",
  "method": "ωB97M-V/def2-TZVPD",
  "elements": ["O", "O", "C", "C", "H", "H", "H", "H", "H", "C", "C", "H", "H", "H", "H", "H", "C", "C", "C", "H", "H", "H", "H", "H", "C", "H", "H", "H", "H", "H", "H", "Mo", "C", "Si", "H", "H", "C", "C", "C", "C", "Si", "H", "H", "C", "C", "C", "H", "H", "H", "H", "H", "H", "H", "H", "H", "H", "H", "H", "H", "H", "H", "H", "H", "H", "O", "C", "C", "C", "C", "C", "C", "C", "P", "C", "C", "C", "C", "C", "C", "C", "C", "C", "C", "C", "C", "H", "H", "H", "H", "H", "H", "H", "H", "H", "H", "H", "H", "H", "H"],
  "coordinates": [[3.1920, 0.2922, -0.5807], [3.5865, -1.3258, -2.2914], [3.6086, 1.5792, -1.1859], [3.5937, 2.6864, -0.1684], [2.9078, 1.7479, -2.0073], [4.6061, 1.4436, -1.6196], [2.5868, 2.8461, 0.2306], [3.9005, 3.6106, -0.6659], [4.3039, 2.4973, 0.6450], [4.1230, -0.2869, 0.4285], [5.5488, -0.3191, -0.0478], [3.7109, -1.2873, 0.6228], [3.9990, 0.3233, 1.3290], [5.6393, -0.8016, -1.0287], [6.1278, -0.9144, 0.6677], [5.9938, 0.6836, -0.0998], [3.2470, -2.7336, -1.9820], [3.8562, -0.8775, -3.6691], [4.4858, -3.4715, -1.5574], [2.7728, -3.1591, -2.8729], [2.5046, -2.6810, -1.1825], [5.2387, -3.4678, -2.3522], [4.2296, -4.5110, -1.3461], [4.9182, -3.0446, -0.6427], [5.1978, -1.3878, -4.1246], [3.8255, 0.2133, -3.6244], [3.0231, -1.2163, -4.2949], [5.9826, -1.1509, -3.3928], [5.4562, -0.8984, -5.0659], [5.1715, -2.4665, -4.3078], [3.2596, -0.5272, -1.4879], [-1.0322, 0.2632, 0.2161], [-0.0576, 0.0545, -1.7198], [-0.7523, 0.1566, -3.5236], [0.5573, 0.9265, -1.5967], [0.6176, -0.7986, -1.6902], [0.2832, 1.2858, -4.6431], [-2.4854, 0.7906, -3.7930], [-0.7172, -1.5444, -4.3258], [0.4164, 0.5538, 1.6195], [0.8053, -0.7686, 2.9245], [-0.4928, 1.1298, 1.9953], [1.2225, 1.2838, 1.5503], [2.4179, -0.4777, 3.8391], [0.8849, -2.4646, 2.1090], [-0.5710, -0.7255, 4.2198], [0.2171, -2.0807, -4.1247], [-0.8383, -1.5078, -5.4187], [-1.5411, -2.1548, -3.9380], [0.4755, 2.2552, -4.1704], [-0.2264, 1.5139, -5.5897], [1.2535, 0.8686, -4.9372], [-2.6598, 1.6870, -3.1925], [-3.2307, 0.0344, -3.5360], [-2.6550, 1.0618, -4.8447], [1.9113, -2.8564, 2.1437], [0.5730, -2.4296, 1.0558], [0.2330, -3.1786, 2.6313], [-0.3730, -1.5008, 4.9766], [-1.5717, -0.9020, 3.8039], [-0.5777, 0.2528, 4.7243], [2.4335, -1.0620, 4.7709], [2.5478, 0.5749, 4.1221], [3.3047, -0.7779, 3.2670], [-1.4012, 2.7947, -1.5627], [-1.4712, 2.3228, -0.4353], [-1.8549, 3.0938, 0.7712], [-1.6481, 4.4652, 0.9169], [-1.9048, 5.0758, 2.1342], [-2.3684, 4.3360, 3.2331], [-2.6139, 2.9763, 3.1023], [-2.4109, 2.3701, 1.8601], [-2.9054, 0.6460, 1.5247], [-4.5171, 0.7600, 2.2351], [-4.7615, 0.2232, 3.5140], [-5.9242, 0.5907, 4.1760], [-6.8413, 1.4523, 3.5603], [-6.5960, 1.9684, 2.2778], [-5.4372, 1.6249, 1.6055], [-3.1092, -1.2565, 0.7053], [-4.2576, -1.4526, -0.0801], [-4.5874, -2.7396, -0.4784], [-3.8460, -3.8362, -0.0201], [-2.7971, -3.6294, 0.8735], [-2.4845, -2.3503, 1.3070], [-1.2865, 5.0273, 0.0621], [-1.7431, 6.1553, 2.2412], [-2.5647, 4.8349, 4.1879], [-3.0091, 2.3939, 3.9439], [-4.0015, -0.4051, 3.9834], [-6.1032, 0.2260, 5.1937], [-7.7523, 1.7410, 4.0903], [-7.3023, 2.6680, 1.8182], [-5.1796, 2.0639, 0.6397], [-4.8481, -0.5894, -0.3872], [-5.4273, -2.9085, -1.1582], [-4.0953, -4.8467, -0.3602], [-2.2131, -4.4849, 1.2211], [-1.7059, -2.1694, 2.0538]],
  "total_charge": 4,
  "relative_energy_kcal_mol": 0.00
}


[4]
{
  "formula": "C12H21NSiTi",
  "method": "ωB97M-V/def2-TZVPD",
  "elements": ["C", "C", "C", "C", "C", "Ti", "C", "C", "C", "N", "H", "H", "H", "H", "H", "H", "H", "H", "H", "H", "C", "Si", "C", "C", "C", "H", "H", "H", "H", "H", "H", "H", "H", "H", "H", "H"],
  "coordinates": [[-0.4625, -1.8338, -2.5134], [0.6986, -1.0324, -2.2798], [0.2854, 0.3211, -2.0170], [-1.1658, 0.3782, -2.0944], [-1.6287, -0.9640, -2.4435], [-0.9087, -0.9520, -0.3495], [2.0917, -2.8024, 0.3073], [1.7626, -4.0936, 0.3852], [0.8366, -5.0413, 0.5638], [-2.5162, -1.5077, 0.0563], [0.9510, 1.1514, -1.8052], [1.7305, -1.3755, -2.3762], [-1.7896, 1.2364, -1.9073], [-2.6615, -1.2483, -2.6474], [-0.4699, -2.8927, -2.7640], [2.5272, -2.3561, -0.5884], [-3.0413, -2.2892, 0.4575], [1.9659, -2.1142, 1.1490], [0.9242, -6.1231, 0.6025], [-0.1775, -4.6434, 0.6633], [1.8883, 2.2755, 0.7897], [0.0435, 2.1851, 1.1538], [-0.2920, 3.0664, 2.7770], [-0.8620, 3.1804, -0.1555], [-0.5568, 0.4520, 1.2548], [2.2282, 3.2930, 0.6459], [2.1457, 1.6998, -0.1518], [2.4724, 1.8221, 1.5940], [-0.0087, 4.1322, 2.7504], [-1.3679, 3.0105, 3.0311], [0.2601, 2.5913, 3.6181], [-0.5214, 2.9659, -1.1898], [-1.9531, 2.9676, -0.1294], [-0.7314, 4.2543, 0.0202], [-0.0385, -0.1329, 2.0362], [-1.6584, 0.4193, 1.5560]],
  "total_charge": -2,
  "s2": 2.01,
  "spin_multiplicity": 3
}


| no. | calculated total energy (eV) |
| --- | --- |
| 1 | -10930.070 |
| 2 | -14077.987 |
| 3 | -70214.500 |
| 4 | -45262.282 |